Entry 1:
ORCA calculation (ωB97M-V/def2-TZVPD) on C51H47F3NP2ReSbSeSi as an isolated structure in a non-equilibrium geometry.

Computed properties:
E_HOMO (spin up / spin down) (eV): -12.34 / -12.34
⟨S²⟩: 0.758
Kohn-Sham gap (spin up / spin down) (eV): 5.22 / 5.42
Relative energy (zero: lowest compared OMol25 entry of this formula, charge and spin) (kcal per mole): 46.4
Charge: +2
Molecular weight (g/mol): 1207.9
Largest force on an atom (eV/Å): 3.76
E (eV): -163748.86509
2S+1: 2

Cartesian coordinates (Å):
Re (-0.73479, 1.06589, 0.03146)
C (-4.04924, 1.51547, -0.31975)
P (-2.89262, 0.06733, -0.36223)
C (-3.54982, -1.18935, 0.76439)
C (-3.04745, -2.48151, 0.60499)
C (-3.45538, -3.49995, 1.44495)
C (-4.36729, -3.23790, 2.45666)
C (-4.84895, -1.95029, 2.63548)
C (-4.43698, -0.92209, 1.80339)
C (-3.15031, -0.51528, -2.05785)
C (-2.53901, 0.23383, -3.06048)
C (-2.79239, -0.04405, -4.38978)
C (-3.65143, -1.08088, -4.71857)
C (-4.25527, -1.83146, -3.72182)
C (-4.01594, -1.55153, -2.38764)
C (-3.24799, 2.76299, -0.42200)
C (-3.62538, 4.06603, -0.73674)
C (-2.50721, 4.87554, -0.51981)
C (-1.48056, 4.04411, -0.07934)
C (-0.11595, 4.33642, 0.42286)
P (0.92488, 2.80485, 0.20095)
C (1.81698, 3.23135, -1.31530)
C (1.36713, 2.70913, -2.52359)
C (1.93501, 3.11230, -3.71839)
C (2.96256, 4.04052, -3.70452)
C (3.41257, 4.57109, -2.50376)
C (2.83211, 4.18471, -1.31012)
C (2.02646, 2.87750, 1.63587)
C (3.41445, 2.83149, 1.55943)
C (4.16622, 2.98869, 2.71220)
C (3.53867, 3.16150, 3.93606)
C (2.15492, 3.13057, 4.02349)
C (1.39843, 2.98130, 2.87819)
N (-1.93178, 2.75266, -0.04952)
H (-4.58024, 1.51077, 0.64042)
H (-4.79085, 1.42972, -1.12138)
H (-2.34594, -2.67877, -0.19648)
H (-3.06716, -4.49769, 1.30811)
H (-4.69534, -4.03407, 3.10832)
H (-5.55430, -1.74225, 3.42645)
H (-4.82616, 0.07233, 1.96929)
H (-1.88423, 1.06428, -2.79451)
H (-2.33282, 0.54374, -5.16986)
H (-3.85929, -1.30094, -5.75412)
H (-4.92664, -2.63640, -3.97811)
H (-4.50467, -2.12157, -1.61047)
H (-4.59421, 4.38180, -1.06740)
H (-2.44138, 5.93552, -0.65598)
H (-0.15706, 4.55472, 1.49884)
H (0.34006, 5.19344, -0.08419)
H (0.55434, 1.98045, -2.53752)
H (1.58417, 2.70410, -4.65487)
H (3.40258, 4.36926, -4.63260)
H (4.20893, 5.30094, -2.49818)
H (3.15459, 4.62435, -0.37763)
H (3.90892, 2.68351, 0.61154)
H (5.24524, 2.98349, 2.65088)
H (4.13009, 3.31341, 4.82565)
H (1.67290, 3.23772, 4.98322)
H (0.31653, 2.93327, 2.94189)
F (6.89782, -0.76842, -2.04480)
C (5.61235, -0.71352, -1.69274)
C (5.18036, -1.46646, -0.61267)
C (3.84026, -1.44590, -0.27050)
C (2.95470, -0.67251, -1.00264)
C (3.40802, 0.09289, -2.06745)
C (4.74344, 0.08518, -2.41886)
Sb (0.82865, -0.90592, -0.85244)
C (0.84573, -1.84907, -2.76473)
C (0.40305, -1.27053, -3.94034)
C (0.58675, -1.92235, -5.14824)
C (1.21741, -3.15399, -5.15542)
F (1.38060, -3.79335, -6.31394)
C (1.70306, -3.72616, -3.99083)
C (1.52275, -3.05767, -2.79948)
C (0.62440, -2.68840, 0.33315)
C (1.18084, -2.76999, 1.60447)
C (1.00170, -3.91207, 2.36423)
C (0.24187, -4.94805, 1.84838)
F (0.02595, -6.02941, 2.60151)
C (-0.31649, -4.88713, 0.58299)
C (-0.11488, -3.75080, -0.17560)
H (5.88619, -2.06979, -0.06280)
H (3.48707, -2.04300, 0.55852)
H (2.71404, 0.68819, -2.64514)
H (5.11174, 0.66182, -3.25253)
H (-0.08662, -0.30550, -3.93674)
H (0.26196, -1.48781, -6.08067)
H (2.22255, -4.66880, -4.03247)
H (1.91990, -3.47852, -1.89024)
H (1.75019, -1.94099, 2.00996)
H (1.44714, -4.01710, 3.33974)
H (-0.88885, -5.71806, 0.20418)
H (-0.52085, -3.70438, -1.17887)
C (1.25347, -0.69542, 5.20095)
Si (-0.62321, -0.57027, 4.91607)
C (-1.53010, 0.98020, 5.53161)
C (-1.52442, -2.21103, 4.62169)
Se (-0.53344, 0.18755, 2.19608)
H (1.58295, -0.10897, 6.05654)
H (1.77969, -0.32770, 4.32385)
H (1.56136, -1.72393, 5.37558)
H (-1.82617, 0.89022, 6.57487)
H (-2.42678, 1.16592, 4.94265)
H (-0.88769, 1.85523, 5.43944)
H (-1.50496, -2.83464, 5.51173)
H (-1.04274, -2.75549, 3.81171)
H (-2.56343, -2.06016, 4.33975)

Forces on the atoms, in the same order (eV/Å):
-1.5 0.9 3.3
-0.1 -0.2 0.3
-0.7 0.3 -0.4
0.2 -0.1 -0.1
-0.1 0.2 0.0
0.0 -0.1 0.0
0.0 0.0 0.0
0.0 -0.1 0.1
0.0 0.1 -0.2
0.1 -0.1 0.2
0.0 0.0 0.2
-0.1 0.0 -0.1
0.0 0.0 0.0
-0.1 -0.1 0.0
0.1 0.1 0.0
-1.6 1.0 -0.8
-0.2 -2.0 0.2
1.9 -0.5 0.6
-0.3 1.9 -0.6
0.1 -0.1 0.3
0.0 1.0 -0.2
0.0 -0.2 0.2
-0.2 0.0 0.2
0.0 0.0 -0.1
0.0 0.0 0.0
0.1 0.1 0.0
-0.1 -0.1 -0.1
0.0 -0.3 -0.1
-0.2 0.0 0.0
0.1 0.0 0.1
0.2 0.0 0.0
0.0 0.0 0.0
0.0 0.0 -0.1
1.6 -2.2 -0.1
0.0 0.0 -0.2
0.1 -0.1 0.2
-0.1 -0.1 0.1
0.0 -0.1 0.0
0.0 -0.1 0.0
-0.1 0.0 0.1
0.0 0.0 0.0
0.0 0.0 0.0
0.0 0.1 -0.1
0.0 0.0 -0.1
-0.1 -0.1 -0.1
-0.1 -0.1 0.0
-0.2 0.0 0.0
0.0 0.3 0.0
0.1 0.0 -0.2
0.0 -0.2 0.1
0.1 0.0 0.0
0.0 0.0 -0.1
0.1 0.0 -0.1
0.0 0.0 0.0
0.1 0.1 0.0
0.0 0.0 -0.1
0.0 0.0 0.0
0.1 0.0 0.1
-0.1 0.0 0.1
0.0 0.2 0.0
0.0 0.1 0.0
-0.2 -0.1 0.2
0.3 0.0 -0.1
-0.1 0.1 0.0
-0.6 0.1 0.4
0.0 0.1 0.0
0.2 -0.1 0.0
1.0 -1.0 -0.8
-0.3 0.4 0.5
-0.1 0.1 0.0
0.1 -0.1 -0.2
0.0 0.2 0.2
0.0 0.0 0.0
0.0 -0.1 -0.3
0.0 -0.1 0.0
0.0 0.6 -0.3
-0.2 0.1 -0.2
0.0 -0.1 0.1
-0.1 0.1 -0.1
0.1 0.0 0.0
0.1 -0.2 0.2
0.2 0.2 0.0
0.1 0.0 0.0
0.1 -0.1 0.0
0.1 0.0 -0.1
0.1 0.1 -0.1
0.0 0.0 0.0
-0.1 0.0 -0.1
0.1 -0.1 0.0
0.1 -0.2 0.1
0.0 0.0 0.0
0.1 0.0 0.2
-0.1 -0.2 0.0
0.0 0.0 0.0
-0.9 0.0 -0.1
0.1 -0.1 0.0
0.4 -0.6 -0.6
0.2 1.0 -0.1
-0.1 0.6 -1.4
-0.1 0.2 0.0
0.1 0.1 -0.1
-0.1 -0.2 -0.1
0.0 -0.2 0.2
-0.1 -0.1 0.0
0.1 0.0 0.0
0.1 0.0 0.3
0.2 0.0 -0.1
-0.1 0.1 0.0

Entry 2:
ORCA calculation (ωB97M-V/def2-TZVPD) on C51H48BrN10NaOP2Se2 as an isolated structure in a non-equilibrium geometry.

Computed properties:
E_HOMO (eV): -5.11
Kohn-Sham gap (eV): 5.10
Relative energy (zero: lowest compared OMol25 entry of this formula, charge and spin) (kcal per mole): 107.3
Molecular weight (g/mol): 1139.8
Largest force on an atom (eV/Å): 1.08
E (eV): -294343.87611

Cartesian coordinates (Å):
Na (-0.42066, 1.87859, -0.63840)
C (0.41686, 0.86106, 2.26758)
N (-0.40280, 1.99312, 1.93505)
C (0.31745, 3.25703, 1.92373)
C (-0.21205, 4.29697, 0.96342)
C (0.34247, 5.57671, 0.97459)
C (-0.14231, 6.52506, 0.09728)
C (-1.19188, 6.18590, -0.74730)
C (-1.67056, 4.89160, -0.69339)
N (-1.18171, 3.96091, 0.12626)
C (-1.67595, 2.04634, 2.64159)
C (-2.95603, 2.04943, 1.82456)
C (-4.15401, 2.22908, 2.51739)
C (-5.34885, 2.17337, 1.82517)
C (-5.31257, 1.96107, 0.45485)
C (-4.07254, 1.82230, -0.14722)
N (-2.91849, 1.84970, 0.51729)
C (1.95489, 0.43842, 0.29948)
C (3.21921, 0.49555, 0.89635)
C (4.32302, 0.48232, 0.08037)
C (4.14895, 0.37104, -1.30380)
C (2.86346, 0.34422, -1.78976)
N (1.77516, 0.39651, -1.01111)
H (-0.09914, 0.17756, 2.93628)
H (1.36584, 1.14601, 2.72761)
H (1.34760, 3.06794, 1.61793)
H (0.33529, 3.71065, 2.92939)
H (1.14556, 5.81653, 1.66070)
H (0.28551, 7.51915, 0.07189)
H (-1.61501, 6.90538, -1.43513)
H (-2.49799, 4.57452, -1.31995)
H (-1.69471, 2.93377, 3.28808)
H (-1.75331, 1.18113, 3.30420)
H (-4.14640, 2.41093, 3.58584)
H (-6.29247, 2.29535, 2.34197)
H (-6.21873, 1.90146, -0.13253)
H (-3.99356, 1.65806, -1.21566)
H (3.32544, 0.49900, 1.97266)
H (5.31580, 0.53123, 0.51114)
H (4.99833, 0.30870, -1.96964)
H (2.66394, 0.27070, -2.85487)
Se (1.57344, -5.00013, -0.97789)
P (1.16069, -3.82265, 0.71883)
C (2.69553, -3.64903, 1.68012)
C (3.74907, -2.97326, 1.06950)
C (4.97449, -2.88076, 1.70355)
C (5.16137, -3.47890, 2.94416)
C (4.11990, -4.16670, 3.54525)
C (2.88529, -4.25452, 2.91472)
C (0.01023, -4.62807, 1.87926)
C (-0.36486, -5.95540, 1.72780)
C (-1.22207, -6.53786, 2.65140)
C (-1.70339, -5.79322, 3.71875)
C (-1.33688, -4.46137, 3.86432)
C (-0.48173, -3.87601, 2.94485)
C (0.58641, -2.13569, 0.56820)
C (-0.32580, -1.42026, -0.19586)
N (-0.39787, -0.11236, 0.23473)
N (0.73468, 0.01390, 1.08021)
N (1.20957, -1.29327, 1.47420)
P (-1.55616, -1.86433, -1.41551)
Se (-2.38348, -0.25269, -2.50315)
C (-2.84508, -2.74848, -0.48771)
C (-3.93058, -2.02397, -0.00556)
C (-4.89664, -2.65345, 0.76336)
C (-4.78835, -4.00908, 1.04110)
C (-3.70937, -4.73396, 0.55546)
C (-2.73028, -4.10482, -0.19729)
C (-0.83513, -2.93655, -2.67314)
C (-1.49429, -4.03441, -3.20671)
C (-0.94746, -4.69124, -4.29886)
C (0.22553, -4.22848, -4.87451)
C (0.85725, -3.10060, -4.36714)
C (0.33044, -2.45543, -3.26501)
H (3.59768, -2.53118, 0.09215)
H (5.79172, -2.35064, 1.22923)
H (6.12431, -3.41957, 3.43649)
H (4.26721, -4.64108, 4.50742)
H (2.07668, -4.79853, 3.38490)
H (0.02235, -6.52074, 0.88792)
H (-1.51365, -7.57473, 2.53771)
H (-2.36837, -6.25003, 4.44165)
H (-1.71575, -3.88147, 4.69661)
H (-0.18053, -2.83761, 3.03846)
H (-4.01180, -0.97128, -0.24475)
H (-5.74180, -2.08618, 1.13345)
H (-5.54642, -4.50196, 1.63725)
H (-3.62982, -5.79319, 0.76093)
H (-1.87881, -4.66354, -0.56487)
H (-2.42739, -4.37274, -2.77557)
H (-1.44301, -5.56435, -4.70424)
H (0.64741, -4.74529, -5.72759)
H (1.76725, -2.73482, -4.82560)
H (0.81138, -1.58147, -2.84096)
C (4.15738, 3.98994, 1.62316)
N (4.42176, 4.04014, 0.20187)
C (3.46830, 3.65678, -0.70390)
N (3.90651, 3.60984, -1.99944)
O (2.31979, 3.39090, -0.37789)
H (4.94279, 4.52807, 2.14923)
H (4.10940, 2.96489, 2.00259)
H (3.20429, 4.47460, 1.82629)
H (5.38286, 3.97826, -0.08454)
H (4.71227, 4.14070, -2.27806)
H (3.19149, 3.49339, -2.69636)
Br (1.53737, 5.67653, -3.37833)
C (-0.03584, 4.77539, -3.96221)
C (-0.66653, 5.21384, -5.11436)
C (-1.82155, 4.54524, -5.49110)
C (-2.28238, 3.49932, -4.70729)
C (-1.56723, 3.15740, -3.57265)
N (-0.44652, 3.78558, -3.20096)
H (-0.27037, 6.03431, -5.69325)
H (-2.35100, 4.84639, -6.38539)
H (-3.17313, 2.94578, -4.97048)
H (-1.88581, 2.34180, -2.93281)

Forces on the atoms, in the same order (eV/Å):
-0.4 0.1 -0.6
0.0 0.0 0.2
0.2 0.2 0.2
0.1 0.0 0.1
0.0 0.3 0.1
0.0 0.1 0.1
0.0 0.0 0.1
0.0 0.0 0.0
-0.1 0.2 0.1
0.2 0.4 0.1
-0.1 0.0 -0.1
-0.1 0.0 0.0
0.0 0.0 0.0
0.0 0.0 0.0
0.0 0.0 0.0
-0.1 0.0 0.0
-0.1 -0.2 -0.1
0.5 -0.2 -0.9
-0.2 0.1 0.2
0.0 0.1 0.0
0.0 0.0 0.1
0.1 0.1 -0.1
0.0 0.1 0.5
0.0 -0.1 -0.1
0.0 0.0 0.0
0.0 0.0 0.1
0.1 0.0 0.0
0.0 0.0 0.0
0.0 0.0 0.0
0.0 0.0 0.0
0.0 0.0 0.0
0.0 0.0 0.0
0.0 0.0 0.0
0.0 0.0 0.0
0.0 0.0 0.0
0.0 0.0 0.0
0.0 -0.1 0.0
0.0 -0.1 0.0
0.0 0.0 0.0
0.0 0.0 0.0
0.1 0.0 0.0
-0.2 0.0 -0.2
0.0 -0.3 0.1
0.0 0.0 0.0
0.0 0.0 0.1
0.0 0.0 -0.1
0.0 0.0 0.1
0.1 0.0 0.0
-0.1 0.1 -0.1
0.0 0.2 -0.1
0.1 0.0 0.0
0.0 0.0 0.0
0.0 0.0 0.0
0.0 0.0 0.0
0.0 0.0 0.0
-0.2 0.6 -0.7
0.5 -0.5 0.3
-0.6 -0.5 0.5
0.3 -0.2 -0.5
-0.3 -0.4 0.9
0.0 -0.3 0.2
0.0 0.5 -0.1
0.1 0.0 -0.1
0.0 0.0 0.0
0.0 0.0 0.0
0.0 0.0 0.0
0.0 0.0 0.0
0.0 0.0 0.0
0.0 0.0 0.1
0.0 0.0 0.1
0.0 0.0 0.0
0.0 0.0 0.0
0.0 0.0 0.0
0.0 -0.1 0.1
0.0 0.0 0.0
0.0 0.0 0.0
0.0 0.0 0.0
0.0 0.0 0.0
0.0 0.0 0.0
0.0 0.0 0.0
0.0 0.0 0.0
0.0 0.0 0.0
0.0 0.0 0.0
0.0 0.0 0.0
0.0 0.0 0.0
0.0 0.0 0.0
0.0 0.0 0.0
0.0 0.0 0.0
0.1 -0.1 0.0
0.0 0.0 0.0
0.0 0.0 0.0
0.0 0.0 0.0
0.0 0.0 0.0
0.0 0.0 0.0
-0.1 -0.1 0.0
0.1 0.1 0.0
0.0 0.1 0.0
0.1 -0.1 -0.1
0.1 0.0 -0.1
0.0 0.0 0.0
0.0 0.0 0.0
0.0 0.0 0.0
0.0 0.0 0.0
0.0 0.0 0.0
-0.1 0.0 0.0
0.0 0.1 -0.1
0.0 -0.1 0.2
-0.1 -0.1 -0.1
0.1 0.1 0.0
-0.1 -0.1 0.0
0.1 0.0 -0.1
0.0 0.0 -0.1
0.0 0.0 0.0
0.0 0.0 0.0
0.0 0.0 0.0
-0.1 0.0 -0.1